Entry 1:
Molecular formula: C6H10N4
Method: DFT, wB97M-V/def2-TZVPD

The geometry in XYZ format:
```
20
Properties=species:S:1:pos:R:3:forces:R:3
C -1.352680 -0.429104 -2.454375 -1.421 1.088 1.886
N -0.563009 -0.675871 -1.227085 -2.547 1.621 -1.131
C -0.426061 0.166347 -0.273914 1.239 1.346 1.383
N -0.644962 1.495276 -0.349925 0.327 -1.275 1.087
C -0.090042 2.184864 0.752445 0.581 -3.613 0.047
N 0.563163 1.401898 1.517029 0.412 0.301 0.553
C 0.558094 0.004861 1.009411 -2.599 3.623 -2.585
C 1.817275 -0.515807 0.433083 2.402 -0.148 0.108
C 0.173564 -0.771769 2.122664 -0.129 -3.584 5.608
N 0.183727 -1.395636 3.115014 -0.319 3.104 -4.999
H -1.495056 -1.289635 -2.997621 0.607 -2.162 -1.289
H -0.841111 0.309762 -2.952360 0.907 1.626 -1.727
H -2.408042 -0.154230 -2.294975 0.466 0.428 0.670
H -0.465212 -1.620193 -1.132747 0.917 -3.033 1.155
H -1.223388 1.946764 -0.995151 -1.032 0.634 -1.416
H -0.271847 3.199687 0.901101 -0.095 1.631 0.204
H 1.997401 -1.491707 0.876680 0.636 -0.054 -0.178
H 2.673429 0.189763 0.605561 -0.782 -0.780 0.022
H 1.654447 -0.645977 -0.617889 0.558 -0.126 -0.461
H 0.160311 -1.909294 3.963056 -0.130 -0.626 1.063
```
Forces are in eV/Å.

The calculation puts the LUMO energy at -8.90 eV. The value obtained for the energy relative to the best compared isomer or geometry (same formula, charge and spin) is 215.88 kJ/mol. The calculation puts the orbital gap at 0.3712 Eh. Its spin multiplicity is 1. The value obtained for the total energy is -452.92131 hartree. Its net charge is +2. As for the highest occupied orbital energy: -19.00 eV. As for the structure (SMILES): C/[NH+]=C1\NC=N[C@@]1(C)C#[NH+].

Entry 2:
Molecular formula: C5H12O3
Method: DFT, wB97M-V/def2-TZVPD

The geometry in XYZ format:
```
20
Properties=species:S:1:pos:R:3:forces:R:3
C -1.232296 -1.981667 -2.099412 2.203 2.661 -0.207
O -1.295774 -1.946303 -3.431622 -0.558 -0.159 -0.366
C -1.097688 -0.459804 -1.395862 0.124 -2.405 -0.263
C -0.318701 -0.474495 -0.071083 -1.981 0.161 -0.338
C -0.227065 0.939388 0.599333 1.951 -2.782 -0.157
C 1.124252 1.626000 0.326682 -0.160 2.465 2.254
O 1.888567 1.927180 1.493366 0.074 -1.417 0.284
H -2.131669 -2.397684 -1.623350 0.158 -0.822 0.644
H -0.161301 -2.326518 -1.791133 -1.427 -0.807 0.422
H -0.488499 0.021107 -2.147995 -0.226 0.676 -0.325
H -2.127866 -0.106555 -1.311494 0.127 0.568 -0.025
H 0.572274 -1.038474 -0.291198 0.989 0.320 0.226
H -0.853082 -1.105434 0.652935 -0.162 -0.196 -0.149
H -0.169879 0.620032 1.670446 -0.875 1.401 -0.482
H -1.072374 1.445750 0.143625 -0.255 0.529 0.934
H 0.929119 2.698829 0.157042 -0.394 -0.300 -2.029
H 1.697357 1.074935 -0.417604 0.085 0.116 -0.469
H 1.780260 -0.316543 3.371087 -0.082 0.633 -0.196
H 1.610216 1.185984 2.613580 0.651 -0.105 -0.332
O 1.574154 0.614263 3.552666 -0.242 -0.537 0.574
```
Forces are in eV/Å.

The calculation puts the LUMO energy at 6.77 eV. The value obtained for the energy relative to the best compared isomer or geometry (same formula, charge and spin) is 163.03 kJ/mol. The calculation puts the orbital gap at 0.2334 Eh. Its spin multiplicity is 1. The value obtained for the total energy is -423.27805 hartree. Its net charge is -2. As for the highest occupied orbital energy: 0.42 eV.

Entry 3:
Molecular formula: C11H25BF4LaNO2P2
Method: DFT, wB97M-V/def2-TZVPD

The geometry in XYZ format:
```
47
Properties=species:S:1:pos:R:3:forces:R:3
C 2.683255 0.201640 -2.167219 -0.068 0.271 1.390
C 1.927213 0.253557 -0.993694 1.219 -0.479 -0.893
N 0.628371 -0.210398 -0.960893 -0.870 0.656 2.097
C 0.128387 -0.795856 -2.079557 -0.114 -0.491 -1.855
C 0.889609 -0.937357 -3.231705 -1.032 -0.397 0.509
C 2.181439 -0.433320 -3.293033 0.474 -0.038 -1.138
C 2.582702 0.767387 0.225526 0.297 -0.021 0.893
P 2.343634 0.070405 1.833532 0.239 0.842 -2.364
La -0.954305 0.349520 1.049245 1.529 -1.110 -0.581
P -2.611873 -0.680880 -1.070817 -0.172 -0.265 -1.168
C -1.261218 -1.436047 -2.068955 0.816 -0.236 0.021
O 1.818539 3.191076 0.143083 -0.426 1.894 -0.215
O -0.075256 2.472482 1.425508 -0.007 1.553 0.482
H 3.698311 0.599392 -2.147314 -0.213 -0.123 -0.007
H 0.472710 -1.525594 -4.045523 0.036 0.256 -0.038
H 2.792162 -0.545262 -4.190876 -0.234 0.044 0.270
C 3.366509 -1.372885 1.914715 -0.077 -0.797 0.796
C 2.968373 1.134760 3.140396 -0.140 0.343 0.323
H -1.593530 -1.495217 -3.113940 0.013 -0.304 0.259
H -1.135265 -2.450914 -1.655161 -0.145 0.040 -0.119
H 2.274327 2.232065 0.164683 0.095 -1.113 0.271
H 3.676521 0.798384 0.108555 -0.143 -0.004 -0.121
C -3.821923 -2.030139 -0.879482 -0.280 -0.302 0.515
C -3.465842 0.278879 -2.368078 0.005 0.635 0.197
H -2.506164 2.008929 0.107253 -0.117 0.440 -0.147
H -0.595134 3.121794 1.922708 0.391 0.057 -0.237
H 0.772800 2.955363 0.774557 -0.171 -0.238 0.192
H 1.702602 3.440280 -0.781610 -0.106 0.022 0.061
H 1.030291 -0.476892 2.038411 -0.279 -0.356 0.519
H -3.201066 1.829235 -0.105919 -0.206 0.080 0.229
H 4.404619 -1.035394 1.940769 -0.042 -0.150 -0.117
H 3.139511 -1.948626 2.817659 0.211 -0.146 -0.094
H 3.167794 -1.971477 1.027734 0.092 -0.050 0.013
H 4.063505 1.040340 3.092137 -0.278 0.206 0.111
H 2.664979 2.177815 2.948955 0.129 -0.470 0.164
H 2.623269 0.803268 4.138028 0.143 0.167 -0.501
H -3.953531 -0.394330 -3.079962 0.116 0.163 0.073
H -4.212933 0.927889 -1.887893 0.072 -0.163 -0.346
H -2.731936 0.908934 -2.883745 -0.183 -0.047 0.040
H -4.617277 -1.929086 -1.626972 0.165 -0.146 0.176
H -3.336130 -3.006894 -0.984366 -0.134 0.162 0.068
H -4.258153 -1.953235 0.131211 0.102 -0.169 -0.455
F -1.963723 0.219433 3.251902 -1.031 -0.882 0.475
B -2.823983 -1.064492 2.982801 0.970 0.835 -0.552
F -3.887159 -0.600894 2.218159 0.237 -0.296 0.462
F -1.905440 -1.774097 2.089579 -0.886 -0.047 0.679
F -3.089592 -1.713542 4.129611 0.002 0.176 -0.336
```
Forces are in eV/Å.

The calculation puts the LUMO energy (spin up / spin down) at 0.14 / 0.14 eV. The value obtained for the energy relative to the best compared isomer or geometry (same formula, charge and spin) is 258.06 kJ/mol. The calculation puts the orbital gap (spin up / spin down) at 0.1421 / 0.1619 Eh. Its spin multiplicity is 1. The value obtained for the total energy is -1778.09222 hartree. As for the highest occupied orbital energy (spin up / spin down): -3.73 / -4.26 eV.

Entry 4:
Molecular formula: C3H9NS2
Method: DFT, wB97M-V/def2-TZVPD

The geometry in XYZ format:
```
15
Properties=species:S:1:pos:R:3:forces:R:3
C 2.987221 -1.003964 0.050189 -2.643 -1.021 1.927
C 1.676713 -0.757188 0.168143 -1.645 0.235 -3.046
N 0.742682 -1.496372 1.029958 1.671 3.035 0.836
H 3.229665 -1.806872 0.722576 1.156 -0.166 0.279
H 3.690242 -0.573836 -0.578034 0.870 0.712 -1.166
H 1.089048 -0.168925 -0.663799 1.297 -0.598 2.052
H 1.429654 -2.004607 1.638323 -1.381 0.476 -0.002
H 0.309931 -0.631647 1.575453 0.799 -2.706 -0.848
C -2.202477 1.756356 -1.483096 2.053 -1.456 -2.123
S -1.686311 0.179244 -0.682903 0.170 0.627 1.141
S -1.929382 0.835589 1.310839 0.051 -0.671 0.178
H -2.485893 2.538184 -0.833978 -0.074 0.673 0.907
H -3.078162 1.331432 -1.959742 -0.090 0.976 -0.905
H -1.295302 2.080882 -2.191643 -2.406 -0.644 1.400
H -2.477628 -0.278276 1.897712 0.174 0.529 -0.631
```
Forces are in eV/Å.

The calculation puts the LUMO energy at 0.31 eV. The value obtained for the energy relative to the best compared isomer or geometry (same formula, charge and spin) is 220.89 kJ/mol. The calculation puts the orbital gap at 0.3219 Eh. Its spin multiplicity is 1. The value obtained for the total energy is -970.74759 hartree. As for the highest occupied orbital energy: -8.45 eV. As for the structure (SMILES): C=CN.CSS.

Entry 5:
Molecular formula: C4H14NO2S
Method: DFT, wB97M-V/def2-TZVPD

The geometry in XYZ format:
```
22
Properties=species:S:1:pos:R:3:forces:R:3
C 1.836370 0.659062 -0.203844 1.525 -2.187 1.601
N 0.609443 -0.005175 0.192337 -0.359 3.301 -0.152
C -0.619746 0.468255 -0.412738 -3.084 -1.380 -1.735
C -1.177026 -0.568326 -1.608287 0.478 3.147 1.456
S -2.927683 -0.568259 -1.792132 -1.205 -0.022 0.122
C -0.512510 1.788003 -1.300726 3.955 -3.785 2.379
H 2.200620 0.387264 -1.232119 -0.186 0.865 0.656
H 1.953976 1.704221 0.130205 -0.696 -0.192 -0.879
H 2.552809 0.185259 0.535059 0.089 0.257 -1.081
H 0.641574 -0.982172 0.233988 0.245 -1.394 -0.115
H -1.500840 0.406270 0.361180 1.746 0.874 -1.407
H -0.677669 -0.150000 -2.471183 0.179 -0.493 -0.634
H -0.868006 -1.530238 -1.414325 1.139 -2.258 0.528
H -0.186952 2.582311 -0.720541 0.880 1.855 0.904
H -1.398438 1.982566 -1.688144 -4.176 0.705 -1.842
H 0.208713 1.490449 -2.091617 -0.311 0.782 0.397
H -2.333916 -1.551220 0.972666 2.106 0.406 1.655
H -1.609031 -2.357827 2.143634 -0.060 0.885 -0.510
O -1.574789 -1.482085 1.695192 -2.124 -1.425 -1.271
H 1.094386 -1.115705 2.906296 -1.781 -0.186 -0.606
H 2.320991 -0.360874 2.558547 -0.075 -0.040 0.083
O 1.967725 -0.981774 3.206543 1.715 0.284 0.453
```
Forces are in eV/Å.

The calculation puts the LUMO energy at 3.36 eV. The value obtained for the energy relative to the best compared isomer or geometry (same formula, charge and spin) is 215.29 kJ/mol. The calculation puts the orbital gap at 0.2179 Eh. Its spin multiplicity is 1. The value obtained for the total energy is -764.19129 hartree. Its net charge is -1. As for the highest occupied orbital energy: -2.57 eV.

Entry 6:
Molecular formula: H46O23
Method: DFT, wB97M-V/def2-TZVPD

The geometry in XYZ format:
```
69
Properties=species:S:1:pos:R:3:forces:R:3
O 9.506624 8.601784 10.948074 -0.810 0.875 -0.157
H 9.617933 9.218197 11.716006 0.679 -1.274 -0.396
H 10.109442 7.861009 10.773235 0.088 0.366 0.910
O 11.149794 13.270271 12.910618 0.173 -0.037 1.484
H 11.035565 13.849369 13.693682 0.093 -0.455 -0.791
H 10.828159 13.755541 12.156053 -0.420 0.510 -0.770
O 13.473253 11.336328 9.181556 0.761 2.219 0.421
H 13.627620 11.953004 9.965331 -0.152 -0.325 -1.123
H 12.996934 10.649826 9.602367 -0.757 -1.674 0.604
O 9.027290 10.414343 6.588277 -1.076 0.497 0.001
H 8.307607 9.767047 6.510540 0.668 0.069 0.028
H 9.882277 9.993302 6.457391 0.198 -0.509 0.133
O 9.942307 14.441323 10.291378 1.270 0.562 0.203
H 10.099132 13.825931 9.571690 0.320 -0.558 -0.399
H 9.033786 14.372618 10.508089 -1.681 -0.180 0.301
O 11.740279 9.732001 6.947099 -0.436 -1.019 0.965
H 12.206069 10.504977 6.668115 0.581 0.901 -0.347
H 11.806838 9.748930 7.929528 0.141 -0.144 -0.718
O 9.143399 11.020336 12.769259 -0.406 -0.460 -0.734
H 9.820125 11.640926 13.033873 0.524 0.367 0.178
H 8.961685 11.274172 11.845176 -0.089 0.017 0.265
O 7.045766 8.947992 9.063566 -1.156 1.321 0.503
H 6.545392 9.819071 9.234817 0.831 -1.794 -0.498
H 6.809783 8.289639 9.739670 0.044 0.654 -0.167
O 6.522797 13.976733 7.192608 0.356 1.662 -1.331
H 7.374195 13.733499 6.780581 -0.329 0.070 0.286
H 6.308405 14.832647 6.668030 0.204 -1.604 1.165
O 5.809916 11.545215 8.606719 -0.080 0.711 0.399
H 6.087849 12.276026 7.994902 -0.624 -0.615 0.856
H 5.388810 11.962814 9.397849 0.662 -0.161 -1.107
O 6.578516 14.039313 10.347162 0.560 0.278 -1.901
H 6.693809 14.183013 9.358728 -0.277 -0.521 1.258
H 6.508586 14.946162 10.643188 -0.217 0.328 0.439
O 12.472412 15.469852 9.936492 0.782 0.265 -0.620
H 11.510166 15.495014 9.931183 -0.219 -0.159 -0.143
H 12.792247 15.349886 9.020876 -0.479 0.136 0.678
O 10.941880 6.190734 9.937004 1.508 -0.314 0.173
H 11.870317 5.908429 10.183189 -1.635 0.154 -0.631
H 10.668684 5.717516 9.125276 0.271 0.406 0.545
O 13.113451 6.969506 6.471717 0.510 1.028 -1.225
H 12.666912 7.819452 6.614671 -0.472 0.031 0.706
H 13.493228 7.229472 5.600273 -0.014 -0.921 0.669
O 12.635031 8.717542 9.722587 2.230 0.424 -0.240
H 13.530635 8.283480 9.574144 -1.322 0.637 0.180
H 12.013466 8.019374 9.628676 -0.977 -1.195 -0.043
O 9.095379 11.044149 9.784330 0.096 -1.312 0.244
H 9.093811 10.042934 9.984072 0.101 1.417 -0.387
H 8.550995 11.133315 8.991252 -0.174 -0.161 0.036
O 10.396375 12.771603 5.669350 -0.621 -0.837 1.863
H 10.284820 12.414878 6.626214 0.751 0.873 -1.510
H 9.630005 12.344186 5.273661 -0.011 -0.161 -0.449
O 9.706715 15.326825 6.213393 -0.127 -0.272 0.558
H 9.932000 15.350214 7.158612 -0.069 0.070 -0.433
H 9.977707 14.407530 5.942760 -0.067 0.455 -0.006
O 9.102978 7.453882 8.114703 0.351 0.024 -0.194
H 8.262341 7.926832 8.199066 -0.062 0.012 0.051
H 9.704298 8.046169 8.585213 -0.134 -0.173 -0.076
O 14.793050 6.767390 8.930626 -2.574 0.659 1.115
H 15.675869 6.573907 8.806484 3.008 -0.579 -0.127
H 14.428868 6.767891 8.053589 -0.726 0.012 -1.073
O 13.486893 13.294491 11.239814 -0.125 -1.573 1.712
H 12.919041 13.139517 12.044260 0.755 0.126 -1.109
H 13.184445 14.125928 10.901135 -0.429 1.117 -0.621
O 10.897378 12.501639 8.342818 -0.084 0.436 -0.273
H 11.837930 12.254751 8.324800 0.079 -0.009 0.470
H 10.445871 11.880905 8.940758 -0.031 -0.423 0.187
O 6.835298 16.487864 5.773241 0.521 -1.417 0.482
H 6.697491 17.407931 5.604383 0.145 0.748 -0.057
H 7.773391 16.316795 6.012883 -0.398 0.397 -0.414
```
Forces are in eV/Å.

The calculation puts the LUMO energy at 0.04 eV. The value obtained for the energy relative to the best compared isomer or geometry (same formula, charge and spin) is 56.39 kJ/mol. The calculation puts the orbital gap at 0.3997 Eh. Its spin multiplicity is 1. The value obtained for the total energy is -1758.19988 hartree. As for the highest occupied orbital energy: -10.84 eV.